90
Properties=species:S:1:pos:R:3 method="wB97M-V/def2-TZVPD" e_lumo_ev="2.14 / 2.15" fmax_ev_per_a=0.93 spin_multiplicity=3 total_charge=-1 homo_lumo_gap_ev="6.72 / 7.20" total_energy_ev=-115919.053
Ni -0.47 -0.57 -0.74
C 6.99 -1.57 -1.32
C 5.52 -1.69 -1.63
C 4.72 -0.57 -1.80
C 3.37 -0.68 -2.06
C 2.79 -1.94 -2.15
C 3.57 -3.08 -2.00
C 4.93 -2.95 -1.74
S 1.05 -2.13 -2.41
O 0.88 -3.19 -3.36
O 0.57 -0.78 -2.73
N 0.45 -2.38 -0.99
C -0.07 -3.48 -0.37
C 0.26 -4.80 -0.59
C -0.30 -5.83 0.19
C -1.18 -5.56 1.20
C -1.57 -4.22 1.45
C -2.49 -3.86 2.46
C -2.85 -2.56 2.62
C -2.30 -1.59 1.75
N -1.44 -1.88 0.81
C -1.04 -3.18 0.65
H 7.33 -0.54 -1.41
H 7.59 -2.18 -1.99
H 7.20 -1.90 -0.30
H 5.17 0.42 -1.72
H 2.74 0.20 -2.19
H 3.12 -4.06 -2.10
H 5.54 -3.84 -1.63
H 0.95 -5.03 -1.39
H -0.01 -6.85 -0.01
H -1.59 -6.36 1.81
H -2.90 -4.63 3.10
H -3.55 -2.25 3.39
H -2.59 -0.55 1.84
C 1.02 -0.01 0.67
Si 0.69 1.67 1.21
C -0.13 2.51 -0.26
N -1.08 1.59 -0.93
C -1.13 1.88 -2.39
C -1.71 3.25 -2.71
C -2.97 3.54 -1.88
C -3.49 2.27 -1.22
C -2.43 1.67 -0.30
C -0.44 1.79 2.71
C -1.05 3.00 3.06
C -1.89 3.09 4.17
C -2.14 1.97 4.95
C -1.54 0.76 4.62
C -0.70 0.68 3.51
C 2.20 2.75 1.61
C 2.52 3.17 2.91
C 3.69 3.85 3.19
C 4.59 4.14 2.17
C 4.31 3.74 0.87
C 3.13 3.05 0.60
H 1.09 -0.75 1.47
H 1.96 -0.02 0.12
H 0.68 2.73 -0.97
H -0.60 3.47 -0.04
H -1.72 1.09 -2.86
H -0.12 1.78 -2.78
H -1.94 3.26 -3.77
H -0.96 4.03 -2.53
H -3.75 3.98 -2.51
H -2.75 4.28 -1.10
H -3.77 1.54 -1.99
H -4.39 2.46 -0.63
H -2.75 0.68 0.03
H -2.34 2.30 0.59
H -0.87 3.89 2.46
H -2.36 4.04 4.42
H -2.79 2.03 5.80
H -1.72 -0.12 5.22
H -0.23 -0.27 3.26
H 1.82 2.96 3.71
H 3.91 4.16 4.20
H 5.51 4.67 2.39
H 5.00 3.96 0.07
H 2.93 2.74 -0.42
N -3.94 -2.35 -1.24
C -3.41 -1.41 -2.08
O -2.23 -1.04 -1.90
C -4.25 -0.94 -3.12
C -5.59 -1.41 -3.21
N -6.68 -1.78 -3.26
C -3.81 0.05 -4.05
N -3.47 0.86 -4.79
H -4.92 -2.56 -1.27
H -3.40 -2.60 -0.43